Model w:
{"formula": "C2H14N2O4", "method": "the ωB97M-V functional and the def2-TZVPD basis", "multiplicity": 1, "smiles": "C/N=C\\N.O.O.O.O", "elements": ["C", "N", "C", "N", "H", "H", "H", "H", "H", "H", "O", "H", "H", "O", "H", "H", "O", "H", "H", "O", "H", "H"], "xyz": [[-0.46439, 1.70725, -0.72483], [-0.93268, 0.62241, -1.54914], [-1.73977, -0.25734, -1.14128], [-2.43642, -0.29956, 0.04446], [-0.77850, 2.64907, -1.17596], [0.61306, 1.67086, -0.59117], [-0.82401, 1.75545, 0.31634], [-2.01918, -1.10653, -1.76682], [-2.35060, 0.42803, 0.73996], [-3.12389, -1.01329, 0.21641], [-0.32719, 0.03518, 2.66888], [0.05891, -0.82779, 2.87774], [-0.75361, -0.14641, 1.81954], [2.10516, 1.19413, 1.23272], [1.43080, 0.97954, 1.89056], [2.05864, 0.45425, 0.60649], [0.99220, -2.21241, 0.51238], [0.53485, -1.72387, -0.19847], [1.86495, -2.27587, 0.10391], [1.79430, -0.39434, -1.70729], [2.34437, 0.03749, -2.37223], [0.88118, -0.22955, -1.99319]], "lowdin_charge": [-0.1277, -0.0501, -0.3069, 0.0952, 0.0837, 0.0515, 0.0648, 0.1223, 0.0764, 0.0949, -0.0575, 0.0544, -0.0048, -0.0734, 0.0021, 0.0023, -0.0667, 0.0083, 0.0365, -0.0669, 0.0571, 0.0046]}

Model x:
{"formula": "C2H14N2O4", "method": "the ωB97M-V functional and the def2-TZVPD basis", "multiplicity": 1, "smiles": "[H]/N=C/NC.O.O.O.O", "elements": ["H", "N", "C", "N", "C", "H", "H", "H", "H", "H", "O", "H", "H", "O", "H", "H", "O", "H", "H", "O", "H", "H"], "xyz": [[2.09834, 0.49057, 1.42221], [1.25728, 0.67358, 0.94673], [0.49736, 1.68317, 1.23106], [-0.60566, 1.86223, 0.46644], [-1.13033, 3.16562, 0.22159], [0.59497, 2.29415, 2.17946], [-0.69447, 1.22586, -0.42078], [-1.92284, 2.98246, -0.40288], [-1.60754, 3.59450, 1.20841], [-0.63350, 3.97815, -0.33060], [0.11434, 1.29129, -2.44152], [0.91810, 1.05620, -1.93949], [-0.33984, 0.42311, -2.45393], [1.06070, -3.74833, 2.09075], [1.65387, -3.16389, 2.49767], [0.56234, -4.14783, 2.88065], [-0.29047, -2.21045, 0.11152], [-0.11992, -1.32666, 0.36038], [0.24675, -2.84487, 0.61156], [-0.84857, -1.29909, -2.29764], [-0.79227, -2.23210, -2.54114], [-1.01556, -1.44027, -1.38452]], "lowdin_charge": [0.0067, 0.0573, -0.3141, -0.0918, -0.1407, 0.1409, 0.1434, 0.0391, 0.1182, 0.0852, -0.0908, 0.0389, -0.0089, -0.0487, 0.0130, 0.1083, -0.0532, -0.0152, 0.0160, -0.0509, 0.0664, -0.0193]}

Model y:
{"formula": "C2H14N2O4", "method": "the ωB97M-V functional and the def2-TZVPD basis", "multiplicity": 1, "smiles": "[H]/N=C/NC.O.O.O.O", "elements": ["H", "N", "C", "N", "C", "H", "H", "H", "H", "H", "O", "H", "H", "O", "H", "H", "O", "H", "H", "O", "H", "H"], "xyz": [[2.73767, 1.21234, -0.60322], [1.88592, 0.69374, -0.42263], [1.44904, 0.18853, -1.51340], [0.46152, -0.72968, -1.56888], [-0.44430, -1.04556, -2.68258], [1.75378, 0.61634, -2.47046], [0.04123, -1.07669, -0.71473], [-1.00042, -1.91333, -2.37477], [-1.12347, -0.21247, -2.93981], [0.22653, -1.30045, -3.50628], [-0.26401, -2.78612, 0.52772], [0.52465, -2.97696, 1.02457], [-1.00336, -2.43319, 1.06079], [0.64958, 2.94573, 2.58484], [0.85182, 2.07723, 2.92570], [0.54874, 3.57613, 3.30445], [-1.10457, 1.38566, 0.37998], [-0.26701, 0.95737, 0.11341], [-0.69470, 2.08804, 0.91473], [-2.03862, -0.91128, 1.53378], [-2.48123, -0.40764, 0.84390], [-1.31686, -0.28326, 1.73526]], "lowdin_charge": [0.0319, 0.0436, -0.3459, -0.0617, -0.0686, 0.1264, 0.0755, 0.0746, 0.0858, 0.0795, -0.0710, 0.0361, 0.0126, -0.0468, 0.0354, 0.0441, -0.0792, -0.0055, 0.0274, -0.0749, 0.0397, 0.0411]}

Most stable = model w